C42H47Cl2GaN4O2 as an isolated structure. Source: the Open Molecules 2025 dataset; level of theory: ωB97M-V/def2-TZVPD.

Each line ends with the Löwdin charge.
Cartesian coordinates (Å):
Ga: 1.04 0.28 0.02  0.49
C: 0.49 -1.29 -3.86  -0.04
C: 1.32 -0.04 -3.91  -0.27
C: 2.32 0.09 -4.85  -0.05
C: 3.08 1.25 -4.92  -0.07
C: 2.80 2.30 -4.07  -0.04
C: 1.78 2.22 -3.13  -0.22
C: 1.44 3.42 -2.30  -0.03
C: 1.06 1.02 -3.03  -0.28
N: 0.05 0.79 -2.05  0.12
C: -1.14 1.20 -2.35  -0.22
C: -1.36 2.02 -3.59  0.00
C: -2.39 0.83 -1.63  -0.26
C: -3.66 1.53 -2.04  0.00
N: -2.39 -0.12 -0.80  0.20
C: -3.60 -0.64 -0.32  -0.22
C: -4.32 -0.06 0.73  -0.22
C: -3.85 1.21 1.38  -0.03
C: -5.49 -0.68 1.17  -0.05
C: -5.96 -1.83 0.57  -0.08
C: -5.24 -2.40 -0.47  -0.05
C: -4.05 -1.83 -0.91  -0.21
C: -3.26 -2.45 -2.02  -0.04
H: 0.98 -2.09 -4.42  0.08
H: -0.50 -1.12 -4.32  0.08
H: 0.33 -1.63 -2.84  0.06
H: 2.51 -0.73 -5.54  0.11
H: 3.88 1.34 -5.65  0.11
H: 3.38 3.21 -4.13  0.12
H: 2.28 4.11 -2.26  0.08
H: 1.19 3.14 -1.28  0.04
H: 0.58 3.95 -2.73  0.08
H: -0.47 2.03 -4.21  0.09
H: -1.60 3.06 -3.32  0.10
H: -2.19 1.63 -4.17  0.09
H: -3.55 2.61 -1.94  0.10
H: -4.49 1.19 -1.42  0.08
H: -3.92 1.31 -3.08  0.09
H: -2.78 1.17 1.57  0.07
H: -4.39 1.38 2.31  0.08
H: -4.05 2.07 0.73  0.08
H: -6.04 -0.23 1.99  0.11
H: -6.88 -2.29 0.91  0.10
H: -5.59 -3.31 -0.94  0.11
H: -3.65 -3.44 -2.27  0.08
H: -2.21 -2.55 -1.73  0.08
H: -3.29 -1.84 -2.92  0.08
C: 5.04 -2.21 1.97  -0.01
C: 3.54 -2.20 1.92  -0.48
C: 2.87 -3.51 2.28  -0.01
O: 2.91 -1.22 1.61  0.00
H: 5.37 -2.49 2.97  0.09
H: 5.44 -1.23 1.72  0.09
H: 5.43 -2.95 1.27  0.09
H: 3.40 -4.35 1.85  0.08
H: 1.83 -3.50 1.96  0.06
H: 2.89 -3.62 3.37  0.09
Cl: 2.80 -0.98 -1.38  0.86
C: 3.88 0.39 -1.34  -0.54
C: 5.05 0.36 -2.06  -0.14
C: 5.90 1.46 -2.03  -0.13
C: 5.54 2.57 -1.27  -0.14
C: 4.36 2.59 -0.57  -0.61
Cl: 3.95 3.99 0.37  0.67
C: 3.42 1.51 -0.58  -0.49
N: 2.27 1.62 0.08  -0.03
H: 5.31 -0.52 -2.63  0.10
H: 6.81 1.46 -2.60  0.09
H: 6.19 3.44 -1.23  0.10
N: -3.84 -5.56 6.33  0.16
C: -3.24 -4.91 5.59  -0.19
C: -2.50 -4.12 4.66  -0.23
C: -2.26 -4.61 3.38  -0.02
C: -1.56 -3.85 2.46  -0.02
C: -1.10 -2.58 2.81  -0.23
C: -1.33 -2.10 4.10  -0.01
C: -2.03 -2.86 5.02  -0.02
C: -0.39 -1.79 1.86  -0.09
C: 0.18 -1.17 0.99  -0.02
H: -2.62 -5.60 3.11  0.12
H: -1.38 -4.22 1.46  0.12
H: -0.97 -1.12 4.38  0.10
H: -2.20 -2.48 6.02  0.12
C: 0.39 1.59 4.34  -0.06
C: 1.05 1.40 2.98  -0.27
O: 0.20 1.76 1.89  -0.25
C: 0.21 3.17 1.65  -0.27
C: -0.84 3.51 0.62  -0.05
H: 1.01 1.13 5.10  0.08
H: -0.60 1.12 4.34  0.06
H: 0.27 2.64 4.59  0.07
H: 1.28 0.34 2.83  0.08
H: 1.99 1.96 2.92  0.13
H: 1.21 3.45 1.29  0.08
H: 0.01 3.70 2.58  0.12
H: -0.74 2.84 -0.23  0.04
H: -0.71 4.54 0.28  0.09
H: -1.85 3.40 1.04  0.07

Properties
**Energy above the lowest of the compared OMol25 structures with the same formula, charge and spin**: 109.8 kJ/mol
**Multiplicity**: 1
**HOMO energy**: -6.29 eV

***

A 2-piece molecular cluster, C42H47N6 overall. Source: the Open Molecules 2025 dataset; level of theory: ωB97M-V/def2-TZVPD.

Each line ends with the Löwdin charge.
Cartesian coordinates (Å):
C: -1.39 4.88 4.66  -0.06
N: -0.63 5.59 3.64  -0.26
C: -0.18 6.90 4.02  -0.07
C: -0.18 4.95 2.48  -0.22
C: -0.93 5.00 1.28  0.02
C: -0.49 4.33 0.16  0.00
C: 0.72 3.58 0.17  -0.20
C: 1.16 2.87 -0.99  0.06
C: 2.39 2.24 -1.07  -0.06
C: 2.90 1.56 -2.17  0.06
C: 4.15 0.87 -2.14  -0.19
C: 4.66 0.24 -3.31  0.00
C: 5.84 -0.47 -3.29  0.03
C: 6.60 -0.55 -2.10  -0.22
N: 7.80 -1.27 -2.07  -0.26
C: 9.08 -0.64 -2.31  -0.07
C: 7.87 -2.66 -1.68  -0.07
C: 6.13 0.09 -0.93  0.02
C: 4.94 0.78 -0.95  0.01
C: 1.47 3.56 1.39  0.01
C: 1.03 4.23 2.51  0.02
H: -1.61 3.86 4.31  0.09
H: -0.82 4.84 5.60  0.09
H: -2.33 5.42 4.85  0.09
H: 0.46 7.32 3.23  0.09
H: -1.05 7.56 4.18  0.09
H: 0.39 6.86 4.97  0.09
H: -1.86 5.58 1.29  0.13
H: -1.07 4.38 -0.76  0.12
H: 0.50 2.87 -1.87  0.14
H: 3.04 2.30 -0.19  0.09
H: 2.34 1.56 -3.11  0.13
H: 4.09 0.32 -4.24  0.11
H: 6.23 -0.97 -4.18  0.13
H: 8.93 0.42 -2.55  0.09
H: 9.73 -0.73 -1.43  0.09
H: 9.58 -1.14 -3.16  0.09
H: 6.85 -3.03 -1.47  0.09
H: 8.31 -3.25 -2.50  0.09
H: 8.50 -2.78 -0.78  0.09
H: 6.73 0.02 -0.02  0.13
H: 4.61 1.26 -0.03  0.11
H: 2.41 3.01 1.45  0.11
H: 1.61 4.21 3.44  0.13
C: 2.19 -2.10 -4.55  -0.11
C: 2.41 -3.40 -4.08  -0.08
C: 1.43 -4.06 -3.34  -0.04
C: 0.21 -3.42 -3.05  -0.20
C: -0.84 -4.18 -2.27  -0.11
N: -2.03 -3.37 -1.94  -0.11
C: -3.28 -3.81 -2.52  -0.14
C: -4.30 -2.69 -2.50  -0.13
N: -4.35 -2.05 -1.20  -0.09
C: -5.63 -1.56 -0.73  -0.13
C: -5.47 -0.32 0.12  -0.14
N: -4.41 -0.50 1.09  -0.11
C: -4.42 0.44 2.23  -0.12
C: -4.64 -0.23 3.57  -0.21
C: -4.57 0.54 4.74  -0.05
C: -4.78 -0.04 5.99  -0.08
C: -5.08 -1.41 6.09  -0.09
C: -5.16 -2.18 4.92  -0.07
C: -4.94 -1.59 3.67  -0.03
C: -3.27 -1.17 0.76  -0.15
C: -2.08 -1.10 1.53  -0.11
N: -0.95 -1.63 1.08  0.02
C: -0.88 -2.35 -0.03  -0.11
C: -2.03 -2.57 -0.83  -0.15
C: -3.24 -1.93 -0.44  -0.09
C: -0.01 -2.13 -3.52  -0.03
C: 0.97 -1.46 -4.26  -0.09
H: 2.95 -1.58 -5.15  0.09
H: 3.36 -3.90 -4.30  0.10
H: 1.59 -5.08 -2.97  0.12
H: -1.20 -5.04 -2.86  0.13
H: -0.40 -4.59 -1.35  0.13
H: -3.07 -4.11 -3.56  0.13
H: -3.67 -4.68 -1.98  0.13
H: -4.04 -1.96 -3.28  0.13
H: -5.30 -3.09 -2.72  0.13
H: -6.25 -1.35 -1.60  0.13
H: -6.13 -2.34 -0.12  0.13
H: -5.25 0.54 -0.53  0.13
H: -6.39 -0.11 0.67  0.13
H: -3.47 1.01 2.25  0.12
H: -5.22 1.16 2.04  0.13
H: -4.34 1.61 4.65  0.11
H: -4.72 0.56 6.90  0.10
H: -5.25 -1.87 7.06  0.10
H: -5.39 -3.25 4.97  0.10
H: -5.01 -2.19 2.76  0.11
H: -2.06 -0.59 2.49  0.10
H: 0.08 -2.79 -0.29  0.10
H: -0.96 -1.63 -3.30  0.11
H: 0.78 -0.45 -4.62  0.10

Properties
**Net charge**: +1
**Multiplicity**: 1
**HOMO energy**: -8.60 eV

***

C42H48AsN2O2P2Pd as an isolated structure. Source: the Open Molecules 2025 dataset; level of theory: ωB97M-V/def2-TZVPD.

Each line ends with the Löwdin charge.
Cartesian coordinates (Å):
Pd: 0.22 0.22 0.05  0.42
C: 1.45 0.62 2.97  -0.28
N: 0.23 0.28 3.64  -0.18
C: -0.92 1.13 3.35  -0.27
P: -1.59 0.90 1.62  1.05
C: -3.00 -0.24 1.81  -0.36
C: -2.76 -1.60 1.64  -0.14
C: -3.78 -2.53 1.78  -0.07
C: -5.06 -2.10 2.07  -0.07
C: -5.32 -0.74 2.21  -0.06
C: -4.29 0.19 2.09  -0.07
C: -2.41 2.50 1.29  -0.37
C: -2.76 2.76 -0.04  -0.10
C: -3.42 3.93 -0.37  -0.07
C: -3.74 4.86 0.62  -0.07
C: -3.41 4.59 1.94  -0.07
C: -2.76 3.42 2.27  -0.09
C: 0.16 -0.78 4.55  -0.24
C: 1.29 -1.23 5.23  -0.04
C: 1.22 -2.29 6.12  -0.08
C: 0.01 -2.93 6.37  -0.09
C: -1.12 -2.48 5.71  -0.08
C: -1.06 -1.43 4.81  -0.03
P: 1.74 -0.44 1.47  0.94
C: 3.26 0.18 0.72  -0.35
C: 3.73 1.46 0.99  -0.08
C: 4.88 1.92 0.36  -0.06
C: 5.56 1.11 -0.54  -0.06
C: 5.09 -0.17 -0.81  -0.06
C: 3.95 -0.63 -0.19  -0.11
C: 2.09 -2.08 2.12  -0.37
C: 3.38 -2.45 2.50  -0.08
C: 3.59 -3.68 3.11  -0.05
C: 2.52 -4.52 3.36  -0.06
C: 1.23 -4.15 3.00  -0.06
C: 1.02 -2.93 2.38  -0.12
H: 2.32 0.54 3.61  0.10
H: 1.38 1.65 2.61  0.08
H: -0.62 2.18 3.42  0.10
H: -1.69 0.95 4.10  0.10
H: -1.75 -1.94 1.38  0.06
H: -3.57 -3.59 1.65  0.11
H: -5.87 -2.82 2.17  0.11
H: -6.32 -0.40 2.43  0.11
H: -4.51 1.24 2.20  0.11
H: -2.51 2.04 -0.80  0.09
H: -3.70 4.12 -1.40  0.11
H: -4.25 5.77 0.36  0.11
H: -3.67 5.31 2.71  0.11
H: -2.52 3.22 3.31  0.10
H: 2.25 -0.76 5.08  0.10
H: 2.12 -2.61 6.63  0.11
H: -0.04 -3.75 7.07  0.10
H: -2.08 -2.96 5.89  0.11
H: -1.96 -1.14 4.29  0.09
H: 3.20 2.12 1.67  0.10
H: 5.25 2.92 0.57  0.11
H: 6.45 1.47 -1.03  0.11
H: 5.62 -0.80 -1.51  0.11
H: 3.58 -1.63 -0.39  0.07
H: 4.21 -1.78 2.31  0.11
H: 4.59 -3.97 3.39  0.11
H: 2.69 -5.48 3.84  0.11
H: 0.39 -4.81 3.21  0.12
H: 0.02 -2.62 2.11  0.08
C: 2.02 -3.96 -0.87  -0.14
C: 0.55 -3.54 -0.90  -0.38
As: 0.28 -1.67 -1.39  1.19
C: -1.57 -1.57 -2.00  -0.39
C: -2.17 -2.89 -2.48  -0.15
C: 1.41 -1.43 -2.96  -0.38
C: 0.94 -2.23 -4.17  -0.14
H: 2.12 -4.94 -0.40  0.08
H: 2.63 -3.27 -0.29  0.03
H: 2.43 -4.03 -1.88  0.07
H: 0.07 -3.72 0.06  0.05
H: 0.00 -4.12 -1.65  0.06
H: -1.56 -0.81 -2.77  0.04
H: -2.14 -1.18 -1.15  0.04
H: -1.60 -3.33 -3.29  0.06
H: -3.18 -2.71 -2.85  0.08
H: -2.25 -3.62 -1.67  0.07
H: 2.43 -1.70 -2.67  0.05
H: 1.40 -0.36 -3.16  0.06
H: 0.89 -3.30 -3.95  0.07
H: 1.63 -2.09 -5.00  0.08
H: -0.04 -1.89 -4.49  0.07
O: 0.95 2.61 0.20  -0.03
C: 0.49 2.70 -0.95  -0.53
C: 0.43 3.93 -1.82  -0.07
C: -0.28 3.43 -3.07  -0.07
C: -0.46 1.93 -2.84  -0.50
O: -0.93 1.15 -3.64  0.05
N: -0.02 1.61 -1.58  0.03
H: 1.45 4.26 -2.02  0.13
H: -0.08 4.74 -1.29  0.12
H: 0.28 3.59 -3.99  0.12
H: -1.27 3.87 -3.21  0.12

Properties
**Net charge**: +1
**Multiplicity**: 1
**HOMO energy**: -10.05 eV